Version 1
This record from the OMol25 dataset describes a single C6H8O2 molecule. The level of theory is wB97M-V/def2-TZVPD.

Geometry as ORCA input:
```
! wB97M-V def2-TZVPD RIJCOSX def2/J DEFGRID3
* xyz 0 1
H -1.61 -1.75 -0.57
C -0.42 0.06 0.00
C 0.54 -0.12 1.11
C -1.81 -0.61 0.06
H 0.48 -1.32 -1.81
H -1.92 1.33 -0.06
H 2.20 1.76 1.12
H 0.51 -0.11 2.24
H -2.19 -0.33 1.11
C 1.71 0.65 0.63
O 0.85 -1.41 0.36
C 1.84 0.41 -0.77
H -2.50 -0.08 -0.77
H 2.51 0.66 -1.51
O -0.94 1.46 -0.22
C 0.77 -0.60 -0.91
*
```

- M (u) = 112.128
- E_HOMO (eV) = -9.030
- E_LUMO (eV) = 0.78
- SMILES = C[C@@]1(O)[C@@H]2C=C[C@H]1O2
- Kohn-Sham gap (eV) = 9.809

Version 2
This record from the OMol25 dataset describes a single C6H8O2 molecule. The level of theory is wB97M-V/def2-TZVPD.

Geometry as ORCA input:
```
! wB97M-V def2-TZVPD RIJCOSX def2/J DEFGRID3
* xyz 0 1
C -1.72 0.05 0.10
H -2.62 -0.71 0.40
H -0.36 -1.60 0.96
O 1.90 -0.08 0.52
H 1.06 0.17 2.42
C -0.39 -0.54 0.68
C -0.40 -0.09 -0.63
C 0.80 0.20 1.24
H 0.47 -1.04 -2.55
H -2.00 2.07 -0.43
C 1.67 -0.65 -0.82
H 2.77 -1.01 -1.10
C 0.62 -0.53 -1.64
H 0.31 1.25 0.76
O -1.97 1.47 0.61
H -0.13 1.03 -0.53
*
```

- M (u) = 112.128
- E_HOMO (eV) = -8.639
- E_LUMO (eV) = 0.66
- SMILES = O[C@H]1[C@@H]2C=COC[C@@H]12
- Kohn-Sham gap (eV) = 9.301

Version 3
This record from the OMol25 dataset describes a single C6H8O2 molecule. The level of theory is wB97M-V/def2-TZVPD.

Geometry as ORCA input:
```
! wB97M-V def2-TZVPD RIJCOSX def2/J DEFGRID3
* xyz 0 1
C 1.08 1.74 -0.20
C -1.68 0.25 0.25
H -0.77 -2.27 1.11
H 0.12 2.38 -0.35
O 1.96 -0.01 1.12
H 1.40 1.71 -1.33
H -1.63 -1.01 -1.63
C 0.09 -1.93 0.63
C -1.15 -0.11 -1.00
H 1.80 2.25 0.38
H 0.91 -2.06 1.35
O -2.46 0.78 0.92
C 1.01 0.36 0.47
H 0.43 -2.43 -0.26
C -0.12 -0.44 0.17
H -0.98 0.77 -1.64
*
```

- M (u) = 112.128
- E_HOMO (eV) = -9.007
- E_LUMO (eV) = 0.42
- SMILES = CC(=O)[C@]1(C)CC1=O
- Kohn-Sham gap (eV) = 9.428

Which structure is most stable? version 3, by 348.5 kJ/mol over the runner-up.

Version 1
This record from the OMol25 dataset describes a single C6H8O2 molecule. The level of theory is wB97M-V/def2-TZVPD.

Geometry as ORCA input:
```
! wB97M-V def2-TZVPD RIJCOSX def2/J DEFGRID3
* xyz 0 1
H 1.41 -2.22 -1.26
O -0.39 -1.29 -0.46
O 1.92 -1.50 -0.95
H -3.30 0.09 0.12
H 2.51 2.05 -0.76
C -1.15 -0.37 0.12
C -2.54 -0.78 0.25
C 0.88 0.57 -0.07
H -2.77 -1.17 1.19
C 2.09 1.51 0.15
H -2.85 -1.56 -0.45
C 0.93 -0.71 -0.52
H -0.89 1.52 0.94
C -0.50 0.78 0.34
H 1.72 2.22 0.82
H 2.91 0.85 0.56
*
```

- M (u) = 112.128
- E_HOMO (eV) = -7.700
- E_LUMO (eV) = 0.80
- SMILES = Cc1cc(C)c(O)o1
- Kohn-Sham gap (eV) = 8.497

Version 2
This record from the OMol25 dataset describes a single C6H8O2 molecule. The level of theory is wB97M-V/def2-TZVPD.

Geometry as ORCA input:
```
! wB97M-V def2-TZVPD RIJCOSX def2/J DEFGRID3
* xyz 0 1
O 2.32 -0.32 -0.50
H 2.18 -2.04 0.39
C 1.30 -0.25 0.47
H 0.61 2.45 0.47
H -1.23 2.26 -0.08
C 1.59 -1.53 -0.23
C -2.39 -0.20 0.22
H -2.55 0.98 0.56
H 0.96 -1.70 -1.23
H -0.41 -1.84 0.26
C -1.00 -0.68 0.31
C -0.02 0.35 0.11
H 0.32 1.97 -1.41
H 1.60 -0.24 1.49
C -0.14 1.88 -0.36
O -3.16 -1.10 -0.50
*
```

- M (u) = 112.128
- E_HOMO (eV) = -9.435
- E_LUMO (eV) = -0.60
- SMILES = C/C(=C\C=O)[C@H]1CO1
- Kohn-Sham gap (eV) = 8.830

Version 3
This record from the OMol25 dataset describes a molecular structure, C6H8O2. The level of theory is wB97M-V/def2-TZVPD.

Geometry as ORCA input:
```
! wB97M-V def2-TZVPD RIJCOSX def2/J DEFGRID3
* xyz 0 1
H -0.28 -1.19 -0.99
O -1.14 0.79 -0.88
H 1.13 2.39 0.42
H -1.75 -1.64 1.29
C 0.28 0.51 -0.25
H 1.50 -0.35 -1.77
H -0.18 1.94 1.49
C 0.70 1.49 0.92
H 2.66 0.35 -0.71
C -0.04 -0.94 0.06
H -2.90 0.40 -0.34
H 1.36 0.68 1.61
C 1.61 -0.13 -0.73
C -1.40 -0.94 0.71
O 1.51 -1.08 0.29
C -1.90 -0.04 -0.10
*
```

- M (u) = 112.128
- E_HOMO (eV) = -9.006
- E_LUMO (eV) = 0.97
- Kohn-Sham gap (eV) = 9.976

Version 4
This record from the OMol25 dataset describes a single C6H8O2 molecule. The level of theory is wB97M-V/def2-TZVPD.

Geometry as ORCA input:
```
! wB97M-V def2-TZVPD RIJCOSX def2/J DEFGRID3
* xyz 0 1
H 0.48 -0.08 2.16
H 0.17 -2.20 -0.47
H 1.26 1.32 1.43
H 0.34 0.04 -2.11
C 0.16 0.10 0.05
H 1.95 -0.30 1.21
C -0.51 -1.44 -0.04
C -2.19 0.30 -0.18
C 0.97 0.19 -1.24
C 1.03 0.27 1.28
H 1.77 -0.55 -1.26
H 1.42 1.19 -1.30
C -1.06 0.93 0.07
O -1.43 -1.83 0.62
O -3.33 0.06 -0.33
H -1.02 2.01 0.10
*
```

- M (u) = 112.128
- E_HOMO (eV) = -8.855
- E_LUMO (eV) = 0.41
- SMILES = CC(C)(C=O)C=C=O
- Kohn-Sham gap (eV) = 9.262

Which structure is most stable? version 1, by 69.7 kJ/mol over the runner-up.

Version 1
This record from the OMol25 dataset describes a gas-phase ion, C6H11N4S (charge +1). The level of theory is wB97M-V/def2-TZVPD.

Geometry as ORCA input:
```
! wB97M-V def2-TZVPD RIJCOSX def2/J DEFGRID3
* xyz 1 1
H -1.94 -1.12 0.56
N -1.47 2.59 1.68
N -0.07 -0.86 -0.55
H 0.60 1.07 -0.58
H 1.28 0.69 -2.95
S -0.16 -2.05 1.95
H -2.67 1.35 0.48
H -0.85 -3.09 1.49
C 0.62 0.09 -1.04
H 0.85 0.47 2.62
H 2.01 -1.87 -3.20
C 0.04 1.04 2.22
H 0.46 -1.45 -3.47
C -0.95 -0.81 0.91
N 1.19 -1.47 -2.77
H 0.03 -1.77 -1.02
H 0.13 3.11 2.97
H 2.49 -0.05 -1.92
C -0.33 2.33 2.39
C -1.81 1.49 1.10
N -0.92 0.47 1.39
C 1.45 -0.14 -2.25
*
```

- M (u) = 171.249
- E_HOMO (eV) = -12.859
- E_LUMO (eV) = -3.82
- SMILES = NC/C=[NH+]/[C@@H](S)n1ccnc1
- Kohn-Sham gap (eV) = 9.041

Version 2
This record from the OMol25 dataset describes a gas-phase ion, C6H11N4S (charge +1). The level of theory is wB97M-V/def2-TZVPD.

Geometry as ORCA input:
```
! wB97M-V def2-TZVPD RIJCOSX def2/J DEFGRID3
* xyz 1 1
C -3.84 0.21 -0.13
H 1.24 -2.56 0.42
H 0.87 2.71 1.23
N 1.11 0.66 1.48
N -0.53 1.51 -0.21
S -5.11 -0.72 -0.12
H 2.79 -2.05 -1.28
H -0.81 0.27 1.64
C -1.77 1.42 -0.71
H 2.38 2.27 2.03
C 1.70 -1.80 -1.32
H 1.93 -1.11 0.71
H 1.16 -2.59 -1.76
C -0.08 -0.94 0.25
H 1.62 -0.87 -1.93
H -1.90 1.99 -1.63
C -0.11 0.37 0.85
H -0.92 -1.51 -0.10
N -2.73 0.78 -0.11
C 1.53 1.86 1.51
H 0.22 1.68 -0.85
N 1.24 -1.58 0.03
*
```

- M (u) = 171.249
- E_HOMO (eV) = -10.200
- E_LUMO (eV) = -4.68
- Kohn-Sham gap (eV) = 5.521

Which structure is most stable? version 1, by 375.5 kJ/mol over the runner-up.

Version 1
This record from the OMol25 dataset describes a single C3H4Cl2 molecule. The level of theory is wB97M-V/def2-TZVPD.

Geometry as ORCA input:
```
! wB97M-V def2-TZVPD RIJCOSX def2/J DEFGRID3
* xyz 0 1
Cl 1.13 -0.82 -0.79
H -0.15 2.12 -1.33
C -0.24 0.02 -0.18
H -0.92 0.33 -0.97
C 0.53 1.27 0.57
C 0.27 2.38 -0.21
Cl -1.37 -0.86 0.79
H 1.24 0.75 1.25
H 0.62 3.34 -0.05
*
```

- M (u) = 110.971
- E_HOMO (eV) = -9.864
- E_LUMO (eV) = 0.82
- SMILES = C=CC(Cl)Cl
- Kohn-Sham gap (eV) = 10.687

Version 2
This record from the OMol25 dataset describes a single C3H4Cl2 molecule. The level of theory is wB97M-V/def2-TZVPD.

Geometry as ORCA input:
```
! wB97M-V def2-TZVPD RIJCOSX def2/J DEFGRID3
* xyz 0 1
H 0.49 -0.49 -1.40
C 0.31 0.23 -0.60
H -1.79 -0.05 -1.01
C 1.03 -0.66 0.70
C -1.09 0.53 -0.37
Cl 0.26 -2.20 0.79
H -1.21 1.36 0.41
Cl 0.92 0.23 2.19
H 1.08 1.05 -0.71
*
```

- M (u) = 110.971
- E_HOMO (alpha / beta) (eV) = -8.625 / -8.824
- E_LUMO (alpha / beta) (eV) = -0.86 / -0.40
- Kohn-Sham gap (alpha / beta) (eV) = 7.764 / 8.420

Which structure is most stable? version 1, by 168.0 kJ/mol over the runner-up.

Version 1
This record from the OMol25 dataset describes 9 unconnected molecules or ions with the total composition C6H28O9. The level of theory is wB97M-V/def2-TZVPD.

Geometry as ORCA input:
```
! wB97M-V def2-TZVPD RIJCOSX def2/J DEFGRID3
* xyz 0 1
H 2.30 -3.23 -2.10
O -1.37 3.83 -1.17
H 0.62 2.36 1.73
H 3.75 -0.31 0.75
H -2.25 4.10 -1.43
C -1.43 -0.82 1.45
C -0.56 -0.11 2.44
H -1.55 -1.04 -4.41
H 1.50 2.22 -1.86
O 2.31 -2.69 -1.30
H 2.66 1.61 0.18
O 1.81 3.08 -2.15
H 0.87 -1.69 2.79
H 1.38 -0.17 3.45
H -3.36 -1.30 0.66
H -0.70 0.95 2.32
H 3.21 0.05 2.42
C 1.62 -0.56 1.22
O -2.20 -3.78 0.29
H 1.10 3.73 -2.18
O -0.67 0.66 -2.36
H -0.90 -0.34 3.49
C -2.75 -0.76 1.37
H -0.24 -2.60 -0.54
H -1.15 1.50 -2.25
H -0.91 -1.52 0.78
H 1.44 -2.27 -1.18
H -2.25 -2.78 0.19
O 2.91 1.58 1.14
H -1.69 -0.41 -3.08
C 2.99 0.16 1.37
O 0.32 3.14 1.19
H -0.96 -1.35 -1.36
H 1.02 -0.20 0.40
H -0.18 0.97 -3.14
O -0.36 -2.10 -1.36
C 0.90 -0.63 2.59
H 1.21 3.49 1.02
H -3.47 -0.18 1.98
H -1.34 3.64 -0.21
O -2.26 -0.66 -3.87
H 1.70 -1.56 0.78
H -3.09 -4.00 -0.03
*
```

- M (u) = 244.281
- E_HOMO (eV) = -10.150
- E_LUMO (eV) = 0.11
- SMILES = C=CCCCCO.O.O.O.O.O.O.O.O
- Kohn-Sham gap (eV) = 10.261

Version 2
This record from the OMol25 dataset describes 9 unconnected molecules or ions with the total composition C6H28O9. The level of theory is wB97M-V/def2-TZVPD.

Geometry as ORCA input:
```
! wB97M-V def2-TZVPD RIJCOSX def2/J DEFGRID3
* xyz 0 1
C -0.24 -1.09 1.00
H -2.88 3.00 0.97
H 2.42 -3.31 1.11
H -4.03 -0.66 -1.98
H -1.60 0.09 -2.36
O -0.88 -2.60 -0.71
H 3.52 -2.32 2.05
O -0.78 -0.44 -2.37
H -0.58 3.28 -2.71
H -1.38 2.36 0.98
H 2.47 0.11 -3.58
O -2.19 0.87 3.11
H -0.63 -3.23 1.20
C 1.12 -0.98 1.83
O -2.27 2.25 1.00
O -0.30 2.40 -2.56
H -2.72 1.27 -1.07
H -3.18 0.93 3.19
O -2.93 1.18 -1.95
H -2.33 1.49 2.34
C 3.03 -2.47 1.09
H -2.56 2.05 -2.26
H 0.96 1.90 0.83
H 1.97 -1.21 -0.18
O 2.26 0.61 -2.78
H 0.26 2.16 -0.48
C 2.25 -1.20 0.87
H 3.78 -2.59 0.24
H -0.28 -0.32 0.20
H 0.57 2.10 -2.95
C -0.54 -2.45 0.43
H 3.94 0.05 0.02
H 4.16 -0.39 1.81
H 1.89 0.05 -2.01
H -4.60 -0.92 -0.51
H 2.86 0.75 1.42
H 1.08 -1.66 2.68
H 1.16 0.06 2.30
O 0.30 2.49 0.46
O -4.36 -1.33 -1.30
H -0.96 -1.35 -2.02
H -1.15 -0.86 1.66
C 3.37 -0.09 1.01
*
```

- M (u) = 244.281
- E_HOMO (eV) = -9.746
- E_LUMO (eV) = 0.04
- SMILES = CC(C)CCC=O.O.O.O.O.O.O.O.O
- Kohn-Sham gap (eV) = 9.790

Which structure is most stable? version 2, by 61.4 kJ/mol over the runner-up.

Version 1
This record from the OMol25 dataset describes 2 unconnected molecules or ions with the total composition C2H7NO2. The level of theory is wB97M-V/def2-TZVPD.

Geometry as ORCA input:
```
! wB97M-V def2-TZVPD RIJCOSX def2/J DEFGRID3
* xyz 1 2
O -2.36 -0.53 -0.71
H 2.03 -1.69 -1.04
C -1.27 -0.53 -0.30
H 0.69 0.74 -0.53
H -0.11 2.19 -0.23
O 2.18 -1.39 -0.20
H 1.86 -0.48 -0.21
N 0.16 1.29 0.15
H -1.68 1.08 1.10
H -0.55 -1.29 -0.68
C -0.78 0.51 0.82
H -0.16 0.08 1.83
*
```

- M (u) = 77.083
- E_HOMO (alpha / beta) (eV) = -16.149 / -16.115
- E_LUMO (alpha / beta) (eV) = -5.09 / -9.30
- Kohn-Sham gap (alpha / beta) (eV) = 11.064 / 6.814

Version 2
This record from the OMol25 dataset describes 2 unconnected molecules or ions with the total composition C2H7NO2. The level of theory is wB97M-V/def2-TZVPD.

Geometry as ORCA input:
```
! wB97M-V def2-TZVPD RIJCOSX def2/J DEFGRID3
* xyz 1 2
O -2.49 1.92 -1.58
H 0.86 0.05 1.57
O 0.88 -1.28 -0.05
H 2.32 -0.88 1.42
H 1.17 -2.20 -0.12
N -0.72 0.66 -1.17
H 0.86 -1.69 2.01
H -1.13 2.49 -0.18
H -1.13 0.08 -1.92
H -0.41 0.06 -0.38
C 1.24 -0.94 1.32
C -1.46 1.74 -0.92
*
```

- M (u) = 77.083
- E_HOMO (alpha / beta) (eV) = -14.868 / -14.864
- E_LUMO (alpha / beta) (eV) = -5.27 / -9.65
- Kohn-Sham gap (alpha / beta) (eV) = 9.598 / 5.212

Which structure is most stable? version 2, by 76.0 kJ/mol over the runner-up.